Entry from the OMol25 dataset: a 12-piece molecular cluster, C2H31N2O11 overall at a distorted geometry (ωB97M-V/def2-TZVPD).

Calculated values
**Net charge**: +1
**Multiplicity**: 1
**Relative energy (zero: lowest compared OMol25 entry of this formula, charge and spin)**: 219.1 kJ/mol
**Electronic energy**: -28071.993 eV
**Highest occupied orbital energy**: -12.955 eV
**E_LUMO**: -0.0893 Ha

Element x y z (Å)
C  0.17174  0.13257  -0.66389
N  0.51321  0.50241  -2.12041
C  1.28657  0.86985  0.17331
N  1.19325  0.83933  1.63743
H  0.21241  -0.87870  -0.47155
H  -0.86015  0.46047  -0.51815
H  1.00407  -0.31683  -2.59358
H  -0.27601  0.56954  -2.52953
H  1.42906  1.95357  -0.14134
H  2.27199  0.50669  -0.04093
H  1.64802  0.14953  2.08941
H  1.68276  1.64345  2.11029
H  0.28696  0.82837  1.94981
H  0.82749  3.81493  1.44957
H  0.99846  4.00030  2.96091
O  1.36129  3.44500  2.23586
H  -1.62550  1.45629  3.88836
H  -2.09272  0.55472  2.76100
O  -1.34430  0.81728  3.33485
H  -3.44307  -0.56560  1.33048
H  -2.87313  0.91936  1.01397
O  -2.69326  -0.02036  1.25069
H  -2.57465  -2.65890  -1.03126
H  -2.16349  -1.33758  -0.91322
O  -2.03744  -2.16395  -0.41806
H  2.88204  -1.99077  -1.75984
H  2.74926  -2.27435  -0.20968
O  2.48363  -1.65061  -0.98077
H  -1.40789  2.63379  -0.83615
H  -2.93497  3.00046  -0.56238
O  -2.22970  2.47862  -0.41507
H  -3.03060  -2.33737  -3.27330
H  -4.00266  -1.39349  -2.71778
O  -3.16509  -1.68004  -2.62749
H  0.82206  4.62353  -0.76775
H  0.67020  3.18833  -1.06744
O  0.46125  3.88499  -0.35832
H  1.64276  -3.41870  -2.37167
H  1.54055  -3.02654  -3.86994
O  1.93651  -3.55979  -3.17300
H  -0.45517  -2.33258  0.06653
H  -0.04398  -3.60051  0.39834
O  0.43861  -2.78698  0.26416
H  3.60758  -1.91920  2.91590
H  2.19827  -1.96361  2.09645
O  2.93378  -1.39690  2.50515

Force components x, y, z for each atom (eV/Å):
C 1.53 3.09 -1.30
N 6.93 -2.67 4.33
C 0.16 1.52 -1.30
N 1.23 3.26 -1.03
H 0.40 -1.76 0.09
H 0.31 0.37 0.52
H -0.61 1.54 1.09
H -6.98 0.76 -3.93
H -0.72 -1.56 0.70
H 0.21 -0.88 -0.50
H 2.03 -4.10 1.31
H -1.05 0.23 -0.92
H -3.30 0.30 1.37
H 1.30 -1.06 1.11
H 0.63 -0.68 -0.32
O -1.74 1.88 -0.60
H -1.43 3.30 2.97
H 0.42 -0.16 0.22
O 1.56 -3.14 -2.98
H -1.70 -0.63 -0.08
H -0.37 -1.08 -0.16
O 1.82 1.94 -0.20
H -0.19 -1.09 -0.04
H 0.40 0.21 0.70
O -0.27 0.72 -0.05
H 0.90 -0.66 -1.04
H -0.72 1.54 -2.26
O 0.39 -0.74 2.91
H 0.50 1.14 -0.77
H -2.96 3.26 -1.42
O 2.17 -4.36 2.36
H 0.29 -1.18 -1.37
H -4.58 1.59 -0.56
O 3.90 -0.29 1.18
H 0.98 2.68 -0.96
H -0.46 1.18 1.49
O -0.62 -3.45 -1.06
H -3.01 1.55 6.22
H -0.21 -0.02 0.65
O 3.08 -1.53 -6.83
H 1.54 -0.20 0.11
H 0.58 -1.25 0.46
O -2.01 0.52 0.07
H 0.27 -0.79 0.25
H 1.84 0.60 1.12
O -2.44 0.08 -1.53